(1)
Molecular formula: C21H23F3InN3O8P
Method: DFT, ωB97M-V/def2-TZVPD

Results
HOMO-LUMO gap in eV: 5.3
HOMO level in eV: -4.7062
Charge: -1
ΔE to the lowest compared entry with this formula, charge and spin in kJ/mol: 329.4
Lowest unoccupied orbital energy in eV: 0.550
Strongest force on any atom in eV/A: 4.995

Cartesian coordinates (Å):
1 O -4.394 2.075 -7.024
2 P -2.833 1.975 -6.636
3 In -2.638 0.386 -4.671
4 C -0.528 0.191 -3.819
5 C 0.403 1.526 -4.008
6 O 0.946 1.886 -2.659
7 C 1.676 1.353 -5.025
8 F 2.929 1.399 -4.200
9 F 1.628 2.528 -5.973
10 F 1.641 0.145 -5.881
11 H -2.438 3.353 -6.341
12 H -2.180 1.498 -7.859
13 H -3.128 -1.260 -5.280
14 H -3.692 1.001 -3.355
15 H -0.678 0.055 -2.642
16 H 0.004 -0.818 -4.167
17 H -0.294 2.404 -4.380
18 H 0.562 2.806 -2.449
19 C 5.211 -2.612 -3.263
20 C 4.117 -2.381 -4.099
21 C 2.820 -2.433 -3.585
22 C 2.629 -2.715 -2.225
23 C 3.725 -2.955 -1.386
24 C 5.017 -2.902 -1.912
25 N 1.269 -2.746 -1.674
26 O 0.325 -2.548 -2.453
27 O 1.143 -2.966 -0.460
28 H 6.220 -2.564 -3.668
29 H 4.276 -2.156 -5.152
30 H 1.978 -2.251 -4.250
31 H 3.591 -3.179 -0.330
32 H 5.874 -3.084 -1.267
33 C -0.583 -2.551 1.869
34 C -0.498 -1.561 2.850
35 C -1.631 -1.206 3.586
36 C -2.847 -1.855 3.333
37 C -2.937 -2.843 2.344
38 C -1.799 -3.188 1.613
39 N -4.035 -1.504 4.121
40 O -3.919 -0.611 4.974
41 O -5.084 -2.123 3.891
42 H 0.303 -2.828 1.302
43 H 0.452 -1.069 3.043
44 H -1.548 -0.433 4.347
45 H -3.876 -3.351 2.135
46 H -1.858 -3.956 0.845
47 C -1.231 4.223 7.172
48 C -1.853 4.020 5.939
49 C -1.232 3.239 4.962
50 C 0.015 2.659 5.233
51 C 0.645 2.867 6.468
52 C 0.016 3.653 7.436
53 N 0.660 1.816 4.220
54 O 0.080 1.671 3.134
55 O 1.746 1.294 4.510
56 H -1.721 4.828 7.932
57 H -2.824 4.469 5.740
58 H -1.730 3.090 4.006
59 H 1.615 2.427 6.690
60 H 0.495 3.818 8.398

=====

(2)
Molecular formula: C21H23FN4O
Method: DFT, ωB97M-V/def2-TZVPD

Results
HOMO-LUMO gap in eV: 8.6
HOMO level in eV: -7.8204
ΔE to the lowest compared entry with this formula, charge and spin in kJ/mol: 160.8
SMILES: Cc1ccccc1N1CCN(Cc2nc(Cc3ccccc3F)no2)CC1
Lowest unoccupied orbital energy in eV: 0.814
Strongest force on any atom in eV/A: 1.190

Cartesian coordinates (Å):
1 C -5.212 -2.124 1.779
2 C -5.616 -1.346 0.561
3 C -6.691 -1.793 -0.191
4 C -7.174 -1.075 -1.271
5 C -6.583 0.132 -1.594
6 C -5.497 0.585 -0.870
7 C -4.974 -0.149 0.195
8 N -3.890 0.304 0.961
9 C -2.680 -0.491 0.986
10 C -1.706 -0.063 -0.115
11 N -1.355 1.334 0.074
12 C -0.300 1.765 -0.827
13 C 1.009 1.198 -0.409
14 N 1.383 -0.045 -0.381
15 C 2.662 0.024 0.091
16 C 3.501 -1.184 0.303
17 C 4.962 -0.830 0.317
18 C 5.575 -0.316 1.452
19 C 6.914 0.030 1.442
20 C 7.670 -0.133 0.293
21 C 7.083 -0.641 -0.852
22 C 5.742 -0.976 -0.821
23 F 5.178 -1.474 -1.947
24 N 3.044 1.246 0.332
25 O 1.974 2.022 0.011
26 C -2.547 2.154 -0.052
27 C -3.569 1.711 1.004
28 H -4.731 -1.474 2.505
29 H -6.093 -2.572 2.236
30 H -4.527 -2.935 1.528
31 H -7.174 -2.717 0.093
32 H -8.014 -1.445 -1.839
33 H -6.960 0.721 -2.417
34 H -5.051 1.528 -1.147
35 H -2.920 -1.543 0.853
36 H -2.194 -0.349 1.957
37 H -0.795 -0.661 -0.061
38 H -2.175 -0.225 -1.103
39 H -0.497 1.465 -1.873
40 H -0.215 2.853 -0.779
41 H 3.273 -1.894 -0.494
42 H 3.212 -1.637 1.256
43 H 4.988 -0.183 2.347
44 H 7.371 0.430 2.335
45 H 8.715 0.137 0.284
46 H 7.643 -0.779 -1.763
47 H -2.280 3.198 0.128
48 H -2.976 2.074 -1.066
49 H -4.485 2.297 0.915
50 H -3.128 1.904 1.990

=====

(3)
Molecular formula: C21H23FeN4O6Si
Method: DFT, ωB97M-V/def2-TZVPD

Results
HOMO-LUMO gap (spin up / spin down) in eV: 7.3 / 7.4
HOMO level (spin up / spin down) in eV: -8.0656 / -8.1018
Multiplicity: 2
ΔE to the lowest compared entry with this formula, charge and spin in kJ/mol: 11.1
Lowest unoccupied orbital energy (spin up / spin down) in eV: -0.718 / -0.724
Strongest force on any atom in eV/A: 0.374

Cartesian coordinates (Å):
1 Fe 1.017 1.302 0.357
2 C 2.648 1.246 1.733
3 C 1.623 2.047 2.274
4 C 1.421 3.144 1.392
5 C 2.303 3.001 0.304
6 C 3.064 1.812 0.509
7 H 2.997 0.315 2.150
8 H 1.084 1.852 3.186
9 H 0.673 3.913 1.496
10 H 2.346 3.643 -0.560
11 H 3.822 1.412 -0.143
12 C 2.460 0.468 -2.870
13 C 1.059 0.983 -2.748
14 C 0.213 1.091 -3.834
15 C -1.088 1.560 -3.638
16 C -1.552 1.872 -2.384
17 C -0.664 1.708 -1.312
18 N 0.626 1.363 -1.543
19 N -0.824 1.789 0.023
20 Si -2.191 2.451 0.860
21 C -1.862 2.357 2.697
22 C -3.738 1.449 0.519
23 C -2.501 4.225 0.338
24 H 2.493 -0.367 -3.569
25 H 2.827 0.122 -1.906
26 H 3.132 1.243 -3.245
27 H 0.557 0.796 -4.815
28 H -1.751 1.651 -4.490
29 H -2.573 2.184 -2.216
30 H -1.647 1.328 2.994
31 H -2.753 2.683 3.239
32 H -1.035 2.987 3.026
33 H -3.572 0.392 0.732
34 H -4.090 1.533 -0.510
35 H -4.545 1.802 1.167
36 H -1.605 4.845 0.400
37 H -3.272 4.687 0.959
38 H -2.849 4.260 -0.698
39 O -0.662 -1.120 -1.095
40 C 0.090 -1.392 -0.178
41 O 0.819 -0.581 0.520
42 C 0.273 -2.843 0.224
43 C -0.444 -3.820 -0.453
44 C -0.275 -5.143 -0.093
45 C 0.583 -5.542 0.915
46 C 1.278 -4.542 1.564
47 C 1.142 -3.204 1.243
48 N 2.207 -4.922 2.647
49 O 2.327 -6.103 2.894
50 O 2.817 -4.029 3.199
51 N -1.038 -6.184 -0.813
52 O -1.790 -5.819 -1.690
53 O -0.867 -7.336 -0.472
54 H -1.120 -3.536 -1.246
55 H 0.703 -6.581 1.179
56 H 1.701 -2.453 1.778

=====

(4)
Molecular formula: C21H23IN5O2S4SbW
Method: DFT, ωB97M-V/def2-TZVPD

Results
HOMO-LUMO gap (spin up / spin down) in eV: 4.6 / 6.2
HOMO level (spin up / spin down) in eV: -0.3268 / -2.0169
Multiplicity: 3
Charge: -2
ΔE to the lowest compared entry with this formula, charge and spin in kJ/mol: 364.1
Lowest unoccupied orbital energy (spin up / spin down) in eV: 4.258 / 4.231
Strongest force on any atom in eV/A: 4.126

Cartesian coordinates (Å):
1 W 0.118 -0.174 -0.703
2 C -2.455 3.526 -1.323
3 C -3.762 3.027 -1.531
4 C -3.952 1.681 -1.477
5 C -2.867 0.806 -1.220
6 N -1.608 1.299 -1.024
7 C -1.440 2.632 -1.088
8 C -3.014 -0.598 -1.238
9 C -4.259 -1.268 -1.164
10 C -4.299 -2.629 -1.253
11 C -3.099 -3.342 -1.425
12 C -1.922 -2.632 -1.420
13 N -1.865 -1.301 -1.306
14 H -2.227 4.583 -1.358
15 H -4.588 3.691 -1.763
16 H -4.924 1.256 -1.686
17 H -0.433 2.982 -0.934
18 H -5.163 -0.703 -0.983
19 H -5.244 -3.153 -1.163
20 H -3.074 -4.418 -1.514
21 H -0.984 -3.146 -1.510
22 S -0.166 -3.789 3.304
23 Sb 0.309 -1.618 2.840
24 S 2.404 -1.478 1.626
25 S -1.331 -0.583 1.418
26 S 0.622 -0.193 4.623
27 C -1.503 4.628 2.459
28 C -0.917 3.347 3.059
29 C -2.004 2.527 3.762
30 C 0.226 3.657 4.026
31 C -0.376 2.529 1.946
32 N -0.047 1.848 1.090
33 H -1.939 5.229 3.261
34 H -2.280 4.396 1.728
35 H -0.731 5.215 1.956
36 H -2.416 3.123 4.584
37 H -1.586 1.593 4.149
38 H -2.807 2.272 3.065
39 H -0.150 4.294 4.833
40 H 1.040 4.176 3.515
41 H 0.612 2.727 4.452
42 C 1.935 -0.014 0.606
43 H 1.834 0.808 1.293
44 H 2.786 0.157 -0.042
45 I -0.493 0.087 -3.741
46 C 1.466 1.499 -1.490
47 C 2.407 1.133 -2.473
48 C 3.388 2.010 -2.872
49 C 3.450 3.278 -2.295
50 C 2.498 3.568 -1.344
51 N 1.549 2.707 -0.949
52 H 2.359 0.161 -2.925
53 H 4.099 1.710 -3.636
54 H 4.201 4.006 -2.575
55 H 2.490 4.538 -0.853
56 O 1.451 -1.293 -1.687
57 N 1.316 -2.387 -1.057
58 O 0.380 -2.103 -0.258

=====

What did the first record say?
Molecular formula: C21H23F3InN3O8P
Method: DFT, ωB97M-V/def2-TZVPD

Results
HOMO-LUMO gap in eV: 5.3
HOMO level in eV: -4.7062
Charge: -1
ΔE to the lowest compared entry with this formula, charge and spin in kJ/mol: 329.4
Lowest unoccupied orbital energy in eV: 0.550
Strongest force on any atom in eV/A: 4.995

Cartesian coordinates (Å):
1 O -4.394 2.075 -7.024
2 P -2.833 1.975 -6.636
3 In -2.638 0.386 -4.671
4 C -0.528 0.191 -3.819
5 C 0.403 1.526 -4.008
6 O 0.946 1.886 -2.659
7 C 1.676 1.353 -5.025
8 F 2.929 1.399 -4.200
9 F 1.628 2.528 -5.973
10 F 1.641 0.145 -5.881
11 H -2.438 3.353 -6.341
12 H -2.180 1.498 -7.859
13 H -3.128 -1.260 -5.280
14 H -3.692 1.001 -3.355
15 H -0.678 0.055 -2.642
16 H 0.004 -0.818 -4.167
17 H -0.294 2.404 -4.380
18 H 0.562 2.806 -2.449
19 C 5.211 -2.612 -3.263
20 C 4.117 -2.381 -4.099
21 C 2.820 -2.433 -3.585
22 C 2.629 -2.715 -2.225
23 C 3.725 -2.955 -1.386
24 C 5.017 -2.902 -1.912
25 N 1.269 -2.746 -1.674
26 O 0.325 -2.548 -2.453
27 O 1.143 -2.966 -0.460
28 H 6.220 -2.564 -3.668
29 H 4.276 -2.156 -5.152
30 H 1.978 -2.251 -4.250
31 H 3.591 -3.179 -0.330
32 H 5.874 -3.084 -1.267
33 C -0.583 -2.551 1.869
34 C -0.498 -1.561 2.850
35 C -1.631 -1.206 3.586
36 C -2.847 -1.855 3.333
37 C -2.937 -2.843 2.344
38 C -1.799 -3.188 1.613
39 N -4.035 -1.504 4.121
40 O -3.919 -0.611 4.974
41 O -5.084 -2.123 3.891
42 H 0.303 -2.828 1.302
43 H 0.452 -1.069 3.043
44 H -1.548 -0.433 4.347
45 H -3.876 -3.351 2.135
46 H -1.858 -3.956 0.845
47 C -1.231 4.223 7.172
48 C -1.853 4.020 5.939
49 C -1.232 3.239 4.962
50 C 0.015 2.659 5.233
51 C 0.645 2.867 6.468
52 C 0.016 3.653 7.436
53 N 0.660 1.816 4.220
54 O 0.080 1.671 3.134
55 O 1.746 1.294 4.510
56 H -1.721 4.828 7.932
57 H -2.824 4.469 5.740
58 H -1.730 3.090 4.006
59 H 1.615 2.427 6.690
60 H 0.495 3.818 8.398